(1)
The following is a quantum chemistry calculation of 14 unconnected molecules or ions with the total composition C38H109N5O23 at a distorted geometry, from OMol25.

Computed properties:
HOMO-LUMO gap in eV: 8.578
Energy relative to the best compared isomer or geometry (same formula, charge and spin) in kJ/mol: 621.0
Highest occupied orbital energy in eV: -8.701
LUMO energy in eV: -0.1
Largest force on an atom in eV Å⁻¹: 2.89
Energy in Eh: -3517.0869

Geometry as XYZ:
```
175
Properties=species:S:1:pos:R:3:mulliken_charge:R:1
C -0.9349 -5.4821 -4.7827 -0.36
C -0.6628 -4.4103 -3.7686 -0.23
O 0.7851 -4.1038 -3.7654 -0.50
O -0.8517 -5.0203 -6.1356 -0.51
H -1.8876 -5.9757 -4.5910 0.30
H -0.2200 -6.2995 -4.6890 0.23
H -0.9530 -4.7575 -2.7769 0.25
H -1.2212 -3.4918 -3.9490 0.26
H 0.8627 -3.2798 -4.2518 0.27
H -1.6188 -4.4556 -6.2553 0.30
C -5.2534 0.7803 -5.6910 -0.32
C -3.9522 0.3915 -6.5217 -0.45
O -2.9841 1.4384 -6.4376 -0.49
O -5.9415 1.9132 -6.1955 -0.54
H -4.9625 0.9591 -4.6558 0.28
H -5.9737 -0.0356 -5.7505 0.32
H -4.1630 0.1652 -7.5669 0.29
H -3.4406 -0.5234 -6.2230 0.30
H -3.4826 2.2386 -6.6185 0.31
H -6.7185 2.1542 -5.6858 0.30
C -0.5618 -8.0288 7.0618 -0.41
C -0.4552 -8.5013 5.5440 -0.22
O -1.6464 -9.0011 5.0356 -0.53
O 0.6268 -7.4766 7.5463 -0.48
H -0.8320 -8.8247 7.7558 0.34
H -1.3286 -7.2566 7.1249 0.28
H 0.2967 -9.2681 5.3571 0.25
H -0.1690 -7.6062 4.9917 0.19
H -2.0106 -9.6999 5.5838 0.30
H 0.5314 -7.4170 8.4997 0.29
C 1.5745 -8.6749 -0.8674 -0.39
C 0.8039 -8.7884 0.4098 -0.24
O -0.2251 -9.7686 0.4194 -0.56
O 2.4805 -9.7984 -0.9315 -0.54
H 2.1741 -7.7822 -1.0459 0.34
H 1.0147 -8.6996 -1.8023 0.27
H 0.3249 -7.8419 0.6605 0.31
H 1.3948 -9.0629 1.2837 0.22
H -0.7025 -9.6858 1.2482 0.31
H 3.0612 -9.6330 -1.6778 0.29
C 5.3507 2.7908 2.5232 -0.29
C 5.0132 3.4786 1.2069 -0.49
O 4.8175 4.8822 1.3573 -0.52
O 4.3242 3.0200 3.4363 -0.49
H 6.2413 3.2813 2.9161 0.27
H 5.5075 1.7184 2.4075 0.35
H 4.1259 2.9566 0.8486 0.26
H 5.8087 3.2796 0.4888 0.34
H 4.0904 5.0844 1.9506 0.30
H 4.5056 2.3919 4.1393 0.27
C 1.8628 0.5966 -8.5476 -0.50
C 1.7311 -0.5721 -7.5306 -0.30
O 1.1125 -0.1159 -6.3252 -0.46
O 2.8080 1.5619 -8.1200 -0.47
H 0.8714 1.0462 -8.6040 0.32
H 2.2627 0.1936 -9.4780 0.31
H 2.6955 -1.0201 -7.2910 0.28
H 1.0920 -1.3768 -7.8940 0.27
H 0.3383 0.4061 -6.5480 0.25
H 2.3100 2.1309 -7.5285 0.29
C -5.6047 1.8030 1.0659 -0.25
C -5.1700 1.6606 2.5309 -0.28
O -5.5034 2.8909 3.2357 -0.54
O -6.9906 1.8715 0.9439 -0.56
H -5.2646 0.9017 0.5559 0.28
H -5.1819 2.7212 0.6579 0.24
H -4.0886 1.5258 2.5535 0.22
H -5.6660 0.8307 3.0342 0.27
H -6.4337 2.7993 3.4544 0.29
H -7.2618 2.7706 1.1430 0.33
C 4.9683 -1.2339 6.7686 -0.25
C 6.4498 -1.1541 7.1399 -0.39
O 6.6685 -1.1230 8.5714 -0.53
O 4.4587 0.0707 7.0984 -0.52
H 4.4867 -1.9547 7.4293 0.28
H 4.8338 -1.4714 5.7134 0.21
H 6.8470 -0.2331 6.7132 0.30
H 6.8401 -2.1076 6.7840 0.31
H 6.4316 -0.2566 8.9103 0.29
H 3.8534 -0.0019 7.8400 0.29
C -5.6335 -6.2365 1.3907 -0.35
C -6.9463 -6.2396 0.6535 -0.35
O -6.9008 -7.4012 -0.2191 -0.55
O -4.4392 -6.2891 0.6708 -0.46
H -5.7468 -7.1705 1.9412 0.26
H -5.6364 -5.3672 2.0483 0.29
H -7.0462 -5.3098 0.0935 0.30
H -7.8389 -6.3520 1.2690 0.28
H -7.3741 -7.4174 -1.0541 0.29
H -4.5561 -6.8859 -0.0720 0.30
C 0.5564 -0.3995 3.0170 -1.47
C -0.4160 -1.3285 2.2710 0.41
C -0.4512 -0.9746 0.7198 -0.68
O -0.7648 0.3853 0.5477 -0.19
C -0.8056 0.8666 -0.8423 -0.82
N -0.0446 -2.7441 2.4952 -0.67
H 0.2605 0.6481 2.9613 0.34
H 1.6052 -0.4646 2.7274 0.31
H 0.6473 -0.7560 4.0430 0.42
H -1.4205 -1.1212 2.6398 0.26
H -1.1229 -1.6254 0.1600 0.39
H 0.5580 -1.1731 0.3591 0.31
H -1.0612 1.9213 -0.7397 0.23
H -1.4851 0.2943 -1.4739 0.29
H 0.1683 0.8237 -1.3300 0.34
H 0.8478 -2.9322 2.0612 0.26
H -0.6952 -3.3761 2.0508 0.27
C -4.0443 7.0988 -2.5192 -1.26
C -4.4857 8.5214 -2.8853 0.40
C -4.6131 8.7742 -4.4082 -0.77
O -3.5826 8.5417 -5.3407 -0.34
C -2.4584 9.3611 -5.0478 -0.68
N -5.7103 8.7094 -2.2001 -0.77
H -3.1331 6.8167 -3.0467 0.33
H -4.7257 6.3768 -2.9691 0.30
H -3.9436 6.8669 -1.4589 0.35
H -3.8672 9.2173 -2.3187 0.36
H -5.0286 9.7803 -4.4648 0.37
H -5.4026 8.0821 -4.7012 0.35
H -2.7829 10.3867 -5.2236 0.31
H -1.5942 9.0914 -5.6549 0.23
H -2.1677 9.2539 -4.0028 0.27
H -5.9607 9.6872 -2.2358 0.26
H -6.3766 8.3633 -2.8757 0.31
C 3.0710 5.3551 -4.4395 -1.41
C 2.2215 6.0331 -5.5657 0.50
C 3.1451 6.6941 -6.5236 -0.65
O 3.8449 7.7767 -5.9706 -0.31
C 4.8412 8.3318 -6.7922 -0.74
N 1.5099 4.9430 -6.2097 -0.54
H 2.4818 4.7109 -3.7869 0.37
H 3.5806 6.0184 -3.7406 0.34
H 3.8621 4.7441 -4.8743 0.31
H 1.5920 6.8124 -5.1360 0.21
H 2.6264 6.8974 -7.4605 0.34
H 3.9057 5.9475 -6.7523 0.28
H 5.5323 8.8871 -6.1581 0.25
H 4.3608 9.0018 -7.5053 0.28
H 5.4641 7.6233 -7.3381 0.32
H 0.9242 5.3245 -6.9387 0.23
H 0.8010 4.4707 -5.6670 0.24
C 4.6504 -5.4677 2.8507 -1.46
C 4.3486 -6.2813 4.1146 0.85
C 5.7002 -6.5912 4.8632 -0.71
O 5.4438 -7.3368 6.1144 -0.36
C 5.1219 -8.7108 6.0119 -0.63
N 3.4416 -5.6155 4.9649 -0.57
H 4.6496 -4.3950 3.0441 0.34
H 3.8988 -5.6479 2.0821 0.33
H 5.5967 -5.7048 2.3645 0.37
H 3.9409 -7.2682 3.8957 0.04
H 6.2630 -5.7012 5.1445 0.31
H 6.3103 -7.2460 4.2410 0.35
H 4.1438 -8.9136 5.5757 0.21
H 5.1080 -9.1287 7.0185 0.26
H 5.8719 -9.2534 5.4364 0.31
H 3.0737 -6.1190 5.7594 0.20
H 2.6241 -5.1910 4.5505 0.17
C -0.8967 4.8219 5.7504 -1.48
C -1.1791 5.9464 4.8234 0.54
C -0.5247 5.7962 3.4120 -0.52
O -0.9068 6.9370 2.7056 -0.37
C -0.4295 6.9838 1.3719 -0.76
N -2.5950 6.3248 4.7944 -0.72
H -1.3882 3.8937 5.4592 0.31
H -1.1562 5.0592 6.7822 0.33
H 0.1207 4.4490 5.8685 0.41
H -0.6859 6.8040 5.2811 0.15
H -0.9443 4.9537 2.8623 0.29
H 0.5029 5.5533 3.6823 0.33
H 0.6246 7.2589 1.4083 0.30
H -0.8190 7.9338 1.0059 0.29
H -0.6621 6.1344 0.7296 0.28
H -3.1633 5.5525 4.4772 0.25
H -2.5504 6.8609 3.9396 0.38
```

=====

(2)
The following is a quantum chemistry calculation of 5 unconnected molecules or ions with the total composition C42H49N5O8S2, from OMol25.

Computed properties:
HOMO-LUMO gap in eV: 8.049
Highest occupied orbital energy in eV: -9.108
LUMO energy in eV: -1.1
Largest force on an atom in eV Å⁻¹: 0.90
Energy in Eh: -3301.7055

Geometry as XYZ:
```
106
Properties=species:S:1:pos:R:3:mulliken_charge:R:1
C -4.8148 4.3278 4.6751 -1.25
C -3.8460 3.6690 3.6996 0.08
O -4.3304 3.8654 2.3834 -0.41
C -3.4436 3.3800 1.3911 -0.47
C -3.6636 1.8880 1.1354 -0.45
O -2.4236 1.2629 0.8074 -0.24
C -2.0917 0.2031 1.6758 -0.82
C -0.8966 -0.5196 1.1097 -0.73
C -1.0496 -1.3239 -0.0383 0.38
C -2.3873 -1.4495 -0.7115 -1.12
C -2.4312 -0.8633 -2.1375 -0.82
O -3.4279 -1.4667 -2.9221 -0.33
C -4.7608 -1.1823 -2.5155 0.02
C -5.4912 -2.4378 -2.0650 -1.20
C 0.0568 -2.0208 -0.5368 1.01
S -0.0740 -3.0989 -1.9430 -0.26
C 1.3082 -1.9170 0.0899 -0.26
O 2.3832 -2.6128 -0.3870 -0.51
N 2.9288 -2.0992 -1.6964 0.23
O 3.1206 -0.9726 -1.6673 -0.15
C 1.4528 -1.1288 1.2197 1.07
C 0.3500 -0.4257 1.7188 0.52
C 0.6085 0.4172 2.9294 0.21
O 0.1083 1.5062 3.0917 -0.64
C 1.5652 -0.1544 3.9266 0.63
C 1.3285 0.0706 5.3948 -1.25
C -0.1527 0.0830 5.7998 -0.27
C -0.6832 -1.3177 6.1772 -0.80
S -2.2467 -1.7648 5.3605 -0.19
C 2.6096 -0.8283 3.4312 0.67
O 3.5982 -1.3219 4.2281 -0.56
C 2.7523 -1.0097 1.9515 -0.45
O 3.8335 -1.0581 1.4171 -0.60
H -4.5142 5.3556 4.8702 0.30
H -5.7977 4.3656 4.2080 0.31
H -4.8586 3.7679 5.6060 0.35
H -2.8551 4.1268 3.7977 0.25
H -3.7351 2.6011 3.9234 0.14
H -2.4064 3.5253 1.7091 0.30
H -3.6163 3.9725 0.4943 0.32
H -4.3693 1.7379 0.3166 0.17
H -4.0560 1.4470 2.0536 0.39
H -1.9019 0.5487 2.6908 0.35
H -2.9193 -0.5152 1.7410 0.54
H -3.1509 -0.9342 -0.1371 0.41
H -2.6815 -2.5023 -0.7448 0.52
H -2.5990 0.2156 -2.0538 0.22
H -1.4763 -1.0270 -2.6345 0.57
H -4.7933 -0.3980 -1.7545 0.00
H -5.2805 -0.7836 -3.3909 0.46
H -5.3235 -2.6693 -1.0129 0.27
H -6.5594 -2.3376 -2.2552 0.40
H -5.1406 -3.2878 -2.6504 0.29
H 0.7699 -4.0270 -1.4783 0.23
H 1.8398 0.9583 5.7670 0.05
H 1.7951 -0.7730 5.9082 0.41
H -0.2657 0.7294 6.6702 0.50
H -0.7983 0.4937 5.0317 0.08
H -0.9529 -1.3440 7.2313 0.35
H 0.0484 -2.1007 5.9897 0.37
H -1.7753 -2.1223 4.1574 0.05
H 3.6441 -2.2816 4.1548 0.33
C 3.9009 2.0726 0.2004 0.28
C 2.7922 2.9044 0.2291 -0.28
C 2.9710 4.2519 -0.0480 -0.48
N 4.1514 4.7947 -0.3381 -0.59
C 5.2066 3.9828 -0.3602 -0.24
C 5.1364 2.6222 -0.1009 -0.71
H 3.8011 1.0169 0.4104 0.40
H 1.8068 2.5200 0.4617 0.46
H 2.1280 4.9343 -0.0378 0.38
H 6.1557 4.4514 -0.5976 0.36
H 6.0276 2.0104 -0.1337 0.39
C -0.5407 -4.0115 -6.6520 -0.63
C -1.2138 -4.1330 -7.8557 -0.28
C -2.4716 -3.5595 -7.9606 -0.34
N -3.0694 -2.8986 -6.9709 -0.51
C -2.4086 -2.7899 -5.8177 -0.48
C -1.1460 -3.3266 -5.6092 0.04
H 0.4442 -4.4456 -6.5284 0.52
H -0.7748 -4.6552 -8.6909 0.36
H -3.0326 -3.6285 -8.8867 0.37
H -2.9189 -2.2530 -5.0277 0.73
H -0.6377 -3.2181 -4.6583 0.19
C 3.9166 -3.4617 -10.6602 -0.16
C 3.6687 -3.1716 -9.3285 -0.55
C 2.3511 -3.1297 -8.8975 -0.16
N 1.3072 -3.3505 -9.6926 -0.32
C 1.5618 -3.6255 -10.9701 -0.17
C 2.8408 -3.6946 -11.5017 -0.47
H 4.9307 -3.5047 -11.0362 0.37
H 4.4771 -2.9805 -8.6361 0.34
H 2.1146 -2.9059 -7.8622 0.41
H 0.6937 -3.7982 -11.5974 0.35
H 2.9869 -3.9243 -12.5482 0.35
C 4.3157 4.7240 7.5188 -0.13
C 3.8046 4.1894 8.6903 -0.47
C 2.6683 3.3985 8.6135 -0.19
N 2.0341 3.1230 7.4754 -0.37
C 2.5385 3.6464 6.3583 -0.07
C 3.6698 4.4469 6.3252 -0.70
H 5.2016 5.3455 7.5356 0.38
H 4.2744 4.3792 9.6455 0.35
H 2.2402 2.9611 9.5089 0.36
H 2.0034 3.4088 5.4440 0.49
H 4.0322 4.8410 5.3858 0.38
```

=====

- What is the formula in the first record?
  C38H109N5O23

=====

- Which of these has the highest largest force on an atom?
  C38H109N5O23